No. 1
{
  "formula": "C4H13N6",
  "method": "ωB97M-V/def2-TZVPD",
  "symbols": ["C", "C", "H", "H", "H", "H", "N", "H", "H", "H", "C", "H", "N", "N", "H", "N", "H", "N", "N", "C", "H", "H", "H"],
  "coordinates": [[-0.901340, 0.115748, 0.571147], [1.431987, -1.405377, -1.324442], [1.938453, -3.129774, -2.421124], [3.169957, -0.134933, -2.436039], [-5.210870, -0.743458, 1.098126], [2.774287, 1.511659, -1.926247], [-4.328380, -0.595610, 1.630714], [0.310819, -1.500198, -1.165584], [-4.411759, -0.974339, 2.559950], [-4.422752, 0.451014, 1.760627], [1.819302, -0.128128, -0.965579], [-1.683426, 0.767997, 2.323273], [0.184770, 0.965302, 0.560909], [0.048242, 2.179730, 1.190729], [-2.695633, -0.319407, 1.377613], [1.214870, 0.725507, -0.187912], [3.170338, -1.926253, -2.088612], [-1.819893, 0.265716, 1.401540], [2.292168, -2.271535, -1.903145], [3.068413, 0.439481, -1.531382], [-0.811119, 2.685473, 1.105160], [0.935603, 2.644113, 1.200991], [3.925965, 0.377271, -0.830714]],
  "atomic_forces_ev_per_a": [[1.2, -2.4, -3.6], [-1.5, -1.0, -0.4], [0.8, 1.6, 1.2], [1.1, 0.1, -0.6], [0.9, -0.6, 0.6], [1.2, -2.0, 1.2], [-1.5, 2.2, -0.7], [1.5, -1.2, -0.1], [-0.4, -0.3, 0.3], [0.3, -1.3, 0.1], [0.4, 0.5, 0.8], [-0.2, 0.0, -1.3], [0.1, -1.7, -1.3], [1.7, -0.1, 1.2], [0.6, 0.2, -0.3], [-1.4, 3.1, 1.8], [2.4, 0.5, -0.6], [-1.3, 1.0, 3.9], [-4.9, -1.1, 0.2], [-0.4, 1.7, -0.9], [-0.2, 0.0, -0.7], [-0.1, 0.6, 0.0], [-0.3, 0.3, -0.8]],
  "charge": 1,
  "relative_energy_kj_mol": 477.7,
  "homo_ha": [-0.4258, -0.4257],
  "multiplicity": 1,
  "homo_lumo_gap_ev": [6.80, 6.80]
}

No. 2
{
  "formula": "C4H13NO",
  "method": "ωB97M-V/def2-TZVPD",
  "symbols": ["H", "H", "H", "H", "H", "H", "H", "H", "O", "N", "C", "C", "H", "H", "H", "H", "C", "H", "C"],
  "coordinates": [[1.780450, 0.513476, 0.709688], [-1.067245, -2.777212, -1.631793], [-0.428701, -0.235492, -1.713767], [-0.063415, -0.231750, 0.195720], [1.006321, 0.649921, -2.711136], [0.780123, 1.064519, 2.980339], [-0.812969, 0.631169, 2.363581], [0.982921, -0.855337, 1.386482], [-1.081862, -0.887108, -0.755401], [0.203824, 0.769707, -2.104874], [0.792553, 0.153201, 0.998394], [-1.065788, -2.280787, -0.650845], [-0.578762, 1.810854, -0.555400], [-0.180022, -2.636479, -0.101995], [0.024514, 2.053453, 1.736955], [1.174255, 2.260328, -1.003366], [0.165496, 1.022625, 2.079852], [-1.949010, -2.627427, -0.101329], [0.317319, 1.602336, -1.121103]],
  "atomic_forces_ev_per_a": [[-0.1, 0.1, -0.4], [0.0, 0.0, 0.1], [-1.3, -0.7, 1.2], [2.0, 1.2, 1.2], [0.2, 0.1, 0.2], [0.0, 0.1, 0.1], [0.0, 0.1, 0.0], [0.2, 0.1, 0.3], [0.2, 0.6, -1.8], [0.4, 0.2, 1.0], [-1.4, -1.3, -0.3], [0.1, 0.1, -0.1], [0.1, -0.3, 0.4], [0.0, 0.0, 0.0], [0.0, 0.0, 0.1], [0.0, -0.1, 0.0], [0.1, 0.0, 0.0], [0.0, 0.0, 0.0], [-0.4, 0.0, -1.8]],
  "relative_energy_kj_mol": 346.1,
  "homo_ha": -0.2995,
  "multiplicity": 1,
  "homo_lumo_gap_ev": 8.35
}

No. 3
{
  "formula": "C4H13NO",
  "method": "ωB97M-V/def2-TZVPD",
  "symbols": ["H", "C", "H", "H", "H", "H", "H", "C", "N", "H", "H", "H", "H", "H", "O", "H", "C", "H", "C"],
  "coordinates": [[1.361003, 0.729432, 0.043742], [0.242559, -1.159760, -0.683593], [0.721473, -2.001024, -1.145682], [-0.921333, 1.305976, 0.858470], [-1.061974, -2.759609, 0.350782], [0.738054, -0.036618, -2.410339], [1.828969, -0.998798, 0.628148], [0.604949, 1.119647, -0.628556], [0.065846, 0.089415, -1.569702], [-1.232318, 2.187445, -0.681586], [-1.887637, -1.334449, -0.569858], [-0.109486, 2.717172, 0.555750], [1.138404, 1.904734, -1.191238], [-1.091394, -1.108707, 1.088085], [0.333405, -0.016115, 2.075133], [1.009303, -0.958838, 0.249510], [-1.046155, -1.635377, 0.072875], [-0.173477, 0.093566, 2.892688], [-0.520191, 1.861910, 0.065380]],
  "atomic_forces_ev_per_a": [[-0.2, 0.2, 0.3], [-3.2, 0.0, -2.4], [0.2, -0.2, -0.7], [-0.9, -1.0, 0.8], [0.3, 1.8, -1.0], [-1.3, 0.3, 1.9], [-1.5, 0.1, 0.3], [-0.1, 2.6, -1.2], [3.4, -3.3, 1.8], [-0.3, 0.0, -0.1], [0.3, -0.3, 0.3], [0.4, 0.8, 0.2], [-0.2, -0.4, -0.4], [0.1, -0.4, -1.4], [0.4, -0.1, -0.5], [0.9, 0.3, 1.2], [0.6, -0.1, 1.6], [0.5, -0.3, 0.0], [0.7, 0.2, -0.7]],
  "relative_energy_kj_mol": 721.9,
  "homo_ha": -0.2939,
  "multiplicity": 1,
  "homo_lumo_gap_ev": 6.04
}

No. 4
{
  "formula": "C4H13NO",
  "method": "ωB97M-V/def2-TZVPD",
  "symbols": ["C", "N", "H", "H", "H", "C", "C", "H", "H", "H", "H", "H", "H", "H", "H", "H", "O", "H", "C"],
  "coordinates": [[1.103860, -0.088089, 0.614406], [-1.191826, -0.913577, 0.853497], [0.090634, -0.390245, 2.486046], [-0.455262, -0.651250, -2.623013], [-1.082549, 0.766809, -3.468782], [-1.329802, -0.003929, -2.738951], [2.171451, 0.866845, 1.130964], [0.807800, 0.156059, -0.408886], [1.776788, 1.878974, 1.234868], [1.517032, -1.099710, 0.584333], [-1.615863, -0.035375, -0.812316], [-2.148424, -0.610183, -3.140601], [-1.991370, -0.975766, 1.474405], [-0.534643, 0.946159, 1.519333], [-0.830024, -1.858033, 0.758424], [3.041042, 0.905056, 0.471098], [-1.685021, 0.627206, -1.525347], [2.507846, 0.552910, 2.121974], [-0.151669, -0.073859, 1.468548]],
  "atomic_forces_ev_per_a": [[0.0, 0.0, -0.1], [0.1, -0.2, 0.2], [0.0, 0.0, 0.1], [0.1, 0.0, 0.0], [0.0, 0.0, 0.0], [0.0, 0.0, 0.1], [0.0, 0.0, 0.1], [0.1, 0.1, 0.0], [0.0, 0.0, -0.1], [0.0, -0.1, 0.0], [0.0, 0.1, 0.1], [0.0, 0.0, 0.0], [0.0, 0.0, -0.1], [0.0, 0.0, 0.0], [-0.1, 0.0, 0.0], [-0.1, 0.0, 0.1], [0.1, -0.1, -0.1], [0.1, 0.0, 0.0], [0.0, 0.0, -0.2]],
  "relative_energy_kj_mol": 45.8,
  "homo_ha": -0.3539,
  "multiplicity": 1,
  "smiles": "CCCN.CO",
  "homo_lumo_gap_ev": 10.66
}